# 1
C21H22NSn | the ωB97M-V functional and the def2-TZVPD basis

Geometry (Å):
Sn 0.46 -0.54 0.44
N 1.12 -5.31 9.41
C -1.05 0.48 -2.82
C 0.35 0.44 -3.01
C 0.59 2.53 -1.70
C -3.08 1.88 -2.34
C 2.51 1.74 -3.13
C 0.91 -4.79 8.42
C 0.50 -2.86 4.73
C 0.82 -4.15 7.16
C -1.91 -0.56 -3.45
C 0.28 -4.25 4.82
C 0.48 -1.61 2.40
C 0.95 -0.66 -3.83
C -1.41 3.67 -0.73
C 0.84 -2.12 5.88
C 0.49 -2.21 3.48
C 1.15 1.55 -2.58
C 1.44 3.62 -1.14
C -0.80 2.57 -1.51
C -1.63 1.62 -2.19
C 0.48 -4.90 6.02
C 1.05 -2.77 7.08
H -2.03 -0.36 -4.51
H 1.35 -2.21 7.95
H 3.27 1.25 -2.50
H -3.30 2.95 -2.31
H -1.43 4.59 -1.32
H -2.43 3.46 -0.42
H 2.60 1.31 -4.12
H 0.70 -0.51 -4.88
H 2.03 -0.70 -3.74
H -1.47 -1.55 -3.38
H -3.64 1.43 -1.51
H -0.03 -4.81 3.95
H 0.54 -1.63 -3.55
H 0.34 -5.97 6.08
H 1.15 3.86 -0.12
H 2.77 2.79 -3.18
H -3.48 1.46 -3.25
H 0.96 -1.05 5.82
H -0.83 3.91 0.16
H -2.90 -0.60 -3.01
H 1.30 4.54 -1.71
H 2.50 3.37 -1.15

Summary:
HOMO energy (alpha / beta) in eV: -17.91 / -17.88
Total charge: +3
Kohn-Sham gap (alpha / beta) in Eh: 0.175 / 0.205

Quick look at the Mulliken charges, all values in e:
1 Sn 1.4126
2 N -0.1653
3 C 0.8389
4 C 1.0398
5 C 1.0014
6 C -1.9227
7 C -1.7775
8 C -0.1502
9 C 0.5233
10 C 0.7582
11 C -2.1869
12 C -0.5485
13 C -1.2622
14 C -2.2731
15 C -2.1587
16 C -0.5053
17 C 0.8959
18 C 0.7271
19 C -2.2514
20 C 0.9286
21 C 0.8908
22 C -0.4684
23 C -0.4812
24 H 0.4430
25 H 0.5046
26 H 0.3948
27 H 0.4756
28 H 0.4446
29 H 0.5180
30 H 0.4950
31 H 0.4347
32 H 0.5285
33 H 0.3985
34 H 0.4254
35 H 0.4771
36 H 0.3776
37 H 0.5102
38 H 0.3967
39 H 0.4780
40 H 0.4706
41 H 0.4702
42 H 0.4045
43 H 0.5327
44 H 0.4373
45 H 0.5174

=====

# 2
C21H23BF3O2P | the ωB97M-V functional and the def2-TZVPD basis

Geometry (Å):
P 2.47 -2.16 -0.23
F -7.35 2.79 -1.29
F 2.74 -3.84 2.37
F -0.10 7.00 -0.86
O 0.78 0.47 -0.54
O -0.46 -0.29 -2.37
C -5.04 3.22 -1.21
C -6.35 3.14 0.81
C 3.61 -7.62 3.70
C -3.99 3.57 0.92
C -0.14 3.42 -1.34
C 3.77 -7.30 2.35
C -1.47 4.48 -3.05
C 3.47 -6.02 1.90
C 0.15 4.66 -0.79
C -3.90 3.49 -0.46
C 3.16 -6.65 4.59
C 3.03 -5.08 2.81
C 3.57 -1.46 -1.46
C -5.21 3.40 1.56
C -6.24 3.05 -0.56
C -0.38 5.79 -1.39
C 2.87 -5.37 4.15
C 0.82 -2.09 -1.07
C 4.71 -0.85 -1.05
C -1.19 5.72 -2.50
C -0.95 3.33 -2.47
B 0.36 -0.59 -1.31
H 2.52 -4.60 4.83
H 2.75 -3.54 -0.26
H -3.10 3.78 1.51
H 3.58 -5.75 0.86
H 0.52 0.40 0.38
H -7.32 3.00 1.28
H -2.10 4.41 -3.92
H 3.04 -6.90 5.64
H -1.59 6.63 -2.93
H -0.35 -0.93 -3.08
H 4.12 -8.04 1.66
H -2.95 3.63 -0.95
H 4.72 0.01 -0.38
H -4.99 3.14 -2.29
H 5.68 -1.21 -1.40
H -1.18 2.36 -2.89
H 0.94 -2.55 -2.06
H -5.28 3.46 2.63
H 0.78 4.76 0.08
H 0.08 -2.68 -0.53
H 3.85 -8.61 4.05
H 3.32 -1.50 -2.52
H 0.25 2.51 -0.90

Summary:
Structure (SMILES): C=CPCB(O)O.Fc1ccccc1.Fc1ccccc1.Fc1ccccc1
HOMO energy in eV: -8.18
Kohn-Sham gap in Eh: 0.302

Quick look at the Mulliken charges, all values in e:
1 P 0.1723
2 F -0.3213
3 F -0.2178
4 F -0.3418
5 O -0.6124
6 O -0.4600
7 C -0.5793
8 C -0.5288
9 C -0.5798
10 C -0.6916
11 C 0.0076
12 C -0.3675
13 C -0.1959
14 C -0.4037
15 C -0.5937
16 C 0.3784
17 C -0.3226
18 C 0.5789
19 C -0.2328
20 C -0.2931
21 C 0.3569
22 C 0.4170
23 C -0.5314
24 C -0.8227
25 C -0.5763
26 C -0.5418
27 C -0.8867
28 B 0.5192
29 H 0.4114
30 H -0.1623
31 H 0.4198
32 H 0.3552
33 H 0.2931
34 H 0.4134
35 H 0.4008
36 H 0.3517
37 H 0.4281
38 H 0.2832
39 H 0.3522
40 H 0.0781
41 H 0.2951
42 H 0.4355
43 H 0.2456
44 H 0.4125
45 H 0.3308
46 H 0.3719
47 H 0.4503
48 H 0.3440
49 H 0.3649
50 H 0.3158
51 H 0.4793

=====

# 3
C21H23BN8OPd | the ωB97M-V functional and the def2-TZVPD basis

Geometry (Å):
Pd -0.01 -0.06 -0.19
O -0.10 1.54 3.22
N 2.01 0.49 0.44
N -0.97 1.94 -0.06
N 2.58 -0.19 1.45
N 0.93 -2.04 -0.35
N -2.01 -2.31 1.64
N -0.88 -0.32 2.09
N -2.28 -1.13 3.66
N 1.68 -2.51 0.66
C -0.45 3.03 0.52
C -2.01 2.07 -0.90
C 0.43 -3.11 -0.98
C 2.35 1.77 0.60
C -1.77 -0.34 -1.23
C 1.66 -3.84 0.66
C 0.87 -4.28 -0.38
C -4.27 -0.44 -2.53
C -0.79 0.56 3.14
C -1.73 -1.27 2.44
C 3.28 0.65 2.23
C -1.94 4.45 -0.66
C -2.49 3.33 -1.25
C 3.17 1.93 1.71
C -1.77 0.10 4.24
C -2.28 -1.53 -1.75
C -3.50 -1.58 -2.42
C -3.80 0.75 -2.01
C -3.18 -2.03 4.34
C -0.91 4.30 0.26
C -2.55 0.81 -1.40
B 2.73 -1.73 1.55
H 2.02 2.50 -0.12
H -2.30 5.44 -0.92
H -0.48 5.15 0.76
H 0.65 -5.30 -0.67
H -4.42 1.63 -2.06
H -2.55 0.85 4.37
H -2.95 -2.03 5.40
H 0.34 2.84 1.23
H -4.23 -1.73 4.22
H -3.28 3.42 -1.97
H -0.16 -2.99 -1.87
H 3.83 -2.02 1.13
H 3.61 2.83 2.09
H -3.84 -2.52 -2.84
H 3.84 0.28 3.07
H -3.05 -3.04 3.97
H 2.57 -2.07 2.70
H -5.23 -0.48 -3.03
H -2.76 -2.93 1.84
H 2.23 -4.40 1.39
H -1.73 -2.45 -1.65
H -1.65 -2.25 0.70
H -1.26 -0.06 5.19

Summary:
HOMO energy in eV: -7.74
ΔE to the lowest compared entry with this formula, charge and spin in kcal/mol: 3.1
Kohn-Sham gap in Eh: 0.293

Quick look at the Mulliken charges, all values in e:
1 Pd -0.2415
2 O -0.5926
3 N -0.7292
4 N 0.3114
5 N 0.7583
6 N -0.5335
7 N -0.2430
8 N 0.8885
9 N 0.0757
10 N 0.7501
11 C -0.2791
12 C 1.1016
13 C -0.5790
14 C -0.6695
15 C 0.2649
16 C -0.2225
17 C -1.0753
18 C -0.6466
19 C -0.2079
20 C 0.0864
21 C -0.2820
22 C -0.3464
23 C -0.9602
24 C -0.8883
25 C -0.4551
26 C 0.1994
27 C -1.1836
28 C -0.9449
29 C -1.0730
30 C -1.3352
31 C 0.8764
32 B -0.0070
33 H 0.8050
34 H 0.4235
35 H 0.4216
36 H 0.4288
37 H 0.3024
38 H 0.2939
39 H 0.3397
40 H 0.9192
41 H 0.2877
42 H 0.3419
43 H 0.8165
44 H -0.1591
45 H 0.4004
46 H 0.4180
47 H 0.4777
48 H 0.3778
49 H -0.1225
50 H 0.3885
51 H 0.2354
52 H 0.4626
53 H 0.1093
54 H -0.1323
55 H 0.3467

=====

# 4
C21H23BrN5O | the ωB97M-V functional and the def2-TZVPD basis

Geometry (Å):
Br 4.26 -2.80 -0.71
O -3.31 0.75 0.17
N -3.02 -2.12 0.02
N -5.26 -0.75 -0.48
N -2.04 -1.13 0.02
N 0.34 2.74 0.15
N 1.14 1.69 0.36
C 0.68 6.41 -0.05
C -0.98 0.99 0.26
C 2.27 4.14 -0.13
C -6.48 0.00 -0.76
C 0.99 -0.69 0.72
C 2.05 6.53 -0.22
C 0.38 0.62 0.44
C -4.73 -1.43 -1.68
C 0.10 5.16 0.08
C -0.94 2.37 0.09
C 0.90 4.02 0.03
C 1.10 -2.73 1.98
C 2.84 5.39 -0.25
C 2.22 -3.13 1.26
C -3.62 -2.42 -1.27
C 2.72 -2.28 0.29
C 2.13 -1.07 0.01
C 0.49 -1.52 1.72
C -2.19 0.20 0.16
C -3.99 -2.10 1.10
C -5.40 -1.71 0.63
H -6.77 0.58 0.11
H -4.44 -0.03 -0.16
H 0.06 7.29 -0.01
H -5.54 -1.97 -2.19
H -4.02 -3.10 1.55
H 0.72 -3.37 2.76
H 3.91 5.48 -0.38
H -1.75 3.04 -0.10
H -0.97 5.08 0.23
H -7.30 -0.67 -1.03
H 2.70 -4.07 1.47
H -5.96 -2.58 0.28
H -1.09 -1.50 0.06
H 2.53 -0.41 -0.74
H -3.64 -1.41 1.87
H 2.50 7.51 -0.32
H -5.95 -1.24 1.44
H -4.02 -3.43 -1.18
H -6.31 0.69 -1.59
H 2.88 3.25 -0.15
H -0.36 -1.21 2.31
H -4.35 -0.66 -2.36
H -2.83 -2.44 -2.02

Summary:
Structure (SMILES): C[NH+]1CCN(NC(=O)c2cn(-c3ccccc3)nc2-c2cccc(Br)c2)CC1
HOMO energy in eV: -11.03
Total charge: +1
Kohn-Sham gap in Eh: 0.319

Quick look at the Mulliken charges, all values in e:
1 Br -0.1578
2 O -0.8722
3 N -0.4645
4 N 0.1954
5 N 0.2835
6 N 0.9178
7 N -1.0026
8 C -0.7450
9 C 0.2683
10 C -0.4646
11 C -0.9429
12 C 0.0707
13 C -0.4682
14 C 0.6423
15 C -0.6067
16 C -0.4514
17 C -0.6711
18 C 1.1900
19 C -0.7058
20 C -0.6097
21 C -0.3998
22 C -0.7602
23 C -0.1934
24 C -0.4417
25 C -0.3319
26 C 0.1473
27 C -0.8043
28 C -0.5454
29 H 0.3600
30 H 0.2749
31 H 0.3699
32 H 0.4104
33 H 0.4073
34 H 0.4240
35 H 0.3810
36 H 0.5211
37 H 0.2532
38 H 0.3779
39 H 0.4415
40 H 0.3396
41 H 0.2303
42 H 0.5453
43 H 0.3435
44 H 0.3925
45 H 0.4071
46 H 0.4153
47 H 0.3580
48 H 0.4140
49 H 0.4903
50 H 0.4200
51 H 0.3470

=====

# 5
C21H23ClN4O5S | the ωB97M-V functional and the def2-TZVPD basis

Geometry (Å):
Cl -0.74 2.95 0.67
S 1.37 -0.80 -0.42
O -3.33 -2.19 1.82
O 4.68 -2.39 -1.24
O -6.54 0.22 -0.28
O 2.08 0.10 -1.28
O 1.62 -0.76 0.99
N -4.92 -0.99 0.77
N 4.42 -0.86 0.41
N 1.60 -2.35 -1.00
N -4.40 0.48 -1.00
C 3.05 2.65 -0.48
C 2.04 -3.36 -0.06
C -0.79 0.40 -1.64
C 4.21 -2.07 -0.17
C -2.64 -0.75 0.06
C -0.38 -0.50 -0.66
C 1.55 2.07 1.78
C 3.36 -3.02 0.67
C 0.96 2.65 0.67
C -5.92 -1.59 1.64
C -3.07 0.16 -0.91
C 5.08 0.20 -0.33
C -1.29 -1.07 0.19
C -4.87 1.45 -1.98
C 3.65 2.01 0.60
C 1.71 2.97 -0.45
C -3.61 -1.38 0.97
C 2.89 1.76 1.73
C 5.06 1.50 0.48
C -5.37 -0.08 -0.17
C -2.12 0.73 -1.77
H -0.03 0.83 -2.27
H -4.66 1.10 -2.99
H 5.68 2.23 -0.04
H -4.38 2.41 -1.81
H 1.24 -3.49 0.66
H 3.75 -0.56 1.11
H -6.89 -1.19 1.39
H 4.58 0.35 -1.29
H 2.15 -4.28 -0.64
H 0.96 1.84 2.65
H -2.41 1.43 -2.53
H -0.98 -1.74 0.97
H -5.90 -2.67 1.52
H 1.24 3.45 -1.30
H -5.67 -1.36 2.68
H -5.94 1.55 -1.84
H 2.21 -2.29 -1.81
H 5.49 1.32 1.47
H 3.63 2.87 -1.36
H 3.14 -2.57 1.63
H 3.35 1.29 2.60
H 3.93 -3.94 0.82
H 6.11 -0.12 -0.52

Summary:
Structure (SMILES): Cn1c(=O)c2cc(S(=O)(=O)NCCC(=O)NCCc3ccc(Cl)cc3)ccc2n(C)c1=O
HOMO energy in eV: -8.90
ΔE to the lowest compared entry with this formula, charge and spin in kcal/mol: 0.0
Kohn-Sham gap in Eh: 0.328

Quick look at the Mulliken charges, all values in e:
1 Cl -0.1849
2 S 2.2492
3 O -0.6587
4 O -0.6843
5 O -0.6762
6 O -0.7370
7 O -0.7250
8 N -0.0277
9 N -0.0316
10 N -0.4430
11 N -0.1541
12 C -0.4869
13 C -0.6727
14 C -0.9568
15 C 0.2359
16 C -0.3805
17 C -0.1219
18 C -0.6443
19 C -0.3592
20 C 0.3998
21 C -1.1226
22 C 0.7507
23 C -0.4233
24 C -0.5289
25 C -1.3297
26 C 0.6206
27 C -0.6042
28 C 0.4775
29 C -0.2816
30 C -1.4512
31 C 0.8072
32 C -0.8145
33 H 0.5615
34 H 0.3727
35 H 0.4446
36 H 0.3783
37 H 0.1947
38 H 0.2082
39 H 0.3792
40 H 0.2604
41 H 0.5045
42 H 0.4190
43 H 0.4337
44 H 0.6604
45 H 0.3173
46 H 0.4427
47 H 0.3197
48 H 0.3689
49 H 0.4453
50 H 0.3381
51 H 0.3963
52 H 0.2144
53 H 0.3703
54 H 0.4727
55 H 0.4568

=====

# 6
C21H23F6N3O5PPdS4 | the ωB97M-V functional and the def2-TZVPD basis

Geometry (Å):
Pd -0.47 0.03 -0.14
S -0.93 0.64 -2.70
S -0.10 -4.12 -2.41
S -0.37 2.58 -0.74
S -1.34 -2.26 -0.62
P -2.30 0.15 1.42
F -1.46 4.82 -1.53
F -1.63 2.44 -4.48
F 0.44 1.79 -4.58
F 0.23 4.14 -2.72
F -1.14 0.51 -5.31
F 0.55 5.04 -0.77
O 0.98 2.07 -0.70
O 0.69 0.15 1.82
O 0.39 0.09 -2.45
O -2.01 -0.30 -2.73
O -1.04 2.74 0.52
N 1.34 -2.33 -1.09
N 1.48 -1.34 -0.30
N -1.32 1.85 -1.77
C 4.15 0.83 0.89
C 3.48 2.09 2.84
C 2.68 -5.68 1.23
C 2.55 -5.09 -0.03
C -2.48 -1.39 2.38
C 2.64 -0.68 -0.26
C 0.94 -6.77 -0.64
C 2.87 0.24 0.77
C 4.47 1.68 1.90
C 1.95 -6.80 1.55
C 3.69 -0.95 -1.31
C 1.07 -7.35 0.61
C 0.11 -2.82 -1.31
C -2.35 1.45 2.68
C -0.82 1.40 -4.39
C 1.51 -4.99 -2.31
C 2.22 1.60 2.77
C 1.84 0.63 1.77
C -3.80 0.27 0.40
C -0.26 4.27 -1.49
C 1.68 -5.63 -0.97
H 2.06 -7.27 2.52
H -1.55 -1.58 2.93
H -4.67 0.50 1.02
H -3.30 -1.28 3.09
H 2.30 -4.28 -2.55
H 1.44 -5.74 -3.11
H 3.14 -4.22 -0.28
H 3.36 -5.25 1.95
H -3.94 -0.67 -0.13
H -2.61 2.40 2.22
H 0.49 -8.22 0.86
H -3.09 1.17 3.44
H -2.67 -2.23 1.72
H -3.66 1.07 -0.34
H -1.37 1.53 3.13
H 4.10 0.00 -1.67
H 3.73 2.80 3.61
H 5.47 2.07 1.98
H 4.51 -1.54 -0.89
H 1.46 1.91 3.47
H 0.26 -7.19 -1.36
H 4.92 0.57 0.17
H 3.25 -1.48 -2.14

Summary:
HOMO energy (alpha / beta) in eV: -11.54 / -11.54
Total charge: +1
ΔE to the lowest compared entry with this formula, charge and spin in kcal/mol: 60.2
Kohn-Sham gap (alpha / beta) in Eh: 0.196 / 0.196

Quick look at the Mulliken charges, all values in e:
1 Pd 0.8006
2 S 1.5362
3 S -0.0047
4 S 0.8062
5 S -0.4122
6 P 1.4631
7 F -0.1901
8 F -0.1992
9 F -0.2044
10 F -0.1989
11 F -0.1911
12 F -0.1888
13 O -0.5383
14 O -0.6476
15 O -0.6063
16 O -0.6919
17 O -0.5732
18 N -0.7642
19 N 0.5311
20 N -0.4031
21 C -1.1751
22 C -0.5721
23 C -0.8147
24 C 0.0404
25 C -1.3007
26 C 1.3750
27 C -0.4367
28 C 0.8911
29 C -0.7476
30 C -0.3910
31 C -1.9555
32 C -0.6224
33 C 0.2724
34 C -1.1676
35 C 0.4289
36 C -1.1231
37 C -0.6515
38 C 0.4679
39 C -1.3423
40 C 0.4315
41 C 0.5497
42 H 0.3999
43 H 0.3418
44 H 0.4963
45 H 0.4823
46 H 0.3756
47 H 0.5432
48 H 0.4346
49 H 0.4007
50 H 0.3513
51 H 0.3511
52 H 0.3959
53 H 0.5016
54 H 0.4039
55 H 0.3015
56 H 0.1995
57 H 0.6096
58 H 0.4606
59 H 0.4418
60 H 0.4379
61 H 0.4574
62 H 0.3954
63 H 0.4269
64 H 0.3116

=====

Copy entry 2 word for word.
C21H23BF3O2P | the ωB97M-V functional and the def2-TZVPD basis

Geometry (Å):
P 2.47 -2.16 -0.23
F -7.35 2.79 -1.29
F 2.74 -3.84 2.37
F -0.10 7.00 -0.86
O 0.78 0.47 -0.54
O -0.46 -0.29 -2.37
C -5.04 3.22 -1.21
C -6.35 3.14 0.81
C 3.61 -7.62 3.70
C -3.99 3.57 0.92
C -0.14 3.42 -1.34
C 3.77 -7.30 2.35
C -1.47 4.48 -3.05
C 3.47 -6.02 1.90
C 0.15 4.66 -0.79
C -3.90 3.49 -0.46
C 3.16 -6.65 4.59
C 3.03 -5.08 2.81
C 3.57 -1.46 -1.46
C -5.21 3.40 1.56
C -6.24 3.05 -0.56
C -0.38 5.79 -1.39
C 2.87 -5.37 4.15
C 0.82 -2.09 -1.07
C 4.71 -0.85 -1.05
C -1.19 5.72 -2.50
C -0.95 3.33 -2.47
B 0.36 -0.59 -1.31
H 2.52 -4.60 4.83
H 2.75 -3.54 -0.26
H -3.10 3.78 1.51
H 3.58 -5.75 0.86
H 0.52 0.40 0.38
H -7.32 3.00 1.28
H -2.10 4.41 -3.92
H 3.04 -6.90 5.64
H -1.59 6.63 -2.93
H -0.35 -0.93 -3.08
H 4.12 -8.04 1.66
H -2.95 3.63 -0.95
H 4.72 0.01 -0.38
H -4.99 3.14 -2.29
H 5.68 -1.21 -1.40
H -1.18 2.36 -2.89
H 0.94 -2.55 -2.06
H -5.28 3.46 2.63
H 0.78 4.76 0.08
H 0.08 -2.68 -0.53
H 3.85 -8.61 4.05
H 3.32 -1.50 -2.52
H 0.25 2.51 -0.90

Summary:
Structure (SMILES): C=CPCB(O)O.Fc1ccccc1.Fc1ccccc1.Fc1ccccc1
HOMO energy in eV: -8.18
Kohn-Sham gap in Eh: 0.302

Quick look at the Mulliken charges, all values in e:
1 P 0.1723
2 F -0.3213
3 F -0.2178
4 F -0.3418
5 O -0.6124
6 O -0.4600
7 C -0.5793
8 C -0.5288
9 C -0.5798
10 C -0.6916
11 C 0.0076
12 C -0.3675
13 C -0.1959
14 C -0.4037
15 C -0.5937
16 C 0.3784
17 C -0.3226
18 C 0.5789
19 C -0.2328
20 C -0.2931
21 C 0.3569
22 C 0.4170
23 C -0.5314
24 C -0.8227
25 C -0.5763
26 C -0.5418
27 C -0.8867
28 B 0.5192
29 H 0.4114
30 H -0.1623
31 H 0.4198
32 H 0.3552
33 H 0.2931
34 H 0.4134
35 H 0.4008
36 H 0.3517
37 H 0.4281
38 H 0.2832
39 H 0.3522
40 H 0.0781
41 H 0.2951
42 H 0.4355
43 H 0.2456
44 H 0.4125
45 H 0.3308
46 H 0.3719
47 H 0.4503
48 H 0.3440
49 H 0.3649
50 H 0.3158
51 H 0.4793